Formula: C35H61AlBeBrClF4N4NaO12
Source: the Open Molecules 2025 dataset
Level of theory: ωB97M-V with the def2-TZVPD basis set

## Properties
Net charge: +1

Geometry (Å):
1 C 0.7857 -3.8974 -10.2452
2 C 2.2882 -4.0363 -9.6175
3 O 2.8087 -2.7886 -9.0992
4 C 2.6205 -2.6646 -7.6669
5 C 1.2554 -1.8424 -7.3878
6 O 1.4238 -0.7697 -6.4006
7 C 0.4428 -1.0142 -5.3237
8 N 0.3599 0.0936 -4.3339
9 C 0.4495 -0.4048 -2.8956
10 C 0.1826 0.9413 -2.0000
11 C 1.5121 1.5421 -1.3593
12 C 2.2357 1.0106 -0.0743
13 C 3.5604 1.7594 0.4122
14 C 4.1326 3.0232 -0.3228
15 C 3.3954 3.5839 -1.5819
16 C 3.9330 4.9093 -2.3422
17 C 2.1148 2.8068 -2.0741
18 C 2.0057 -0.8754 -2.7283
19 O 2.9261 -0.2735 -3.4673
20 O 2.4724 -1.9192 -1.8848
21 N -0.5512 -1.4790 -2.6793
22 C -0.5863 -1.9960 -1.2929
23 C -1.9444 -1.0747 -2.9920
24 C -2.9441 -0.2430 -2.0527
25 O -2.4322 -1.4654 -4.1097
26 H 0.6572 -4.5655 -11.1734
27 H 0.0435 -4.1984 -9.4235
28 H 0.6394 -2.8180 -10.5916
29 H 2.9555 -4.3195 -10.5228
30 H 2.3453 -4.9214 -8.8967
31 H 2.6276 -3.7024 -7.1519
32 H 3.5650 -2.1258 -7.2643
33 H 0.9755 -1.3535 -8.4005
34 H 0.4709 -2.6249 -7.0614
35 H -0.5786 -1.0566 -5.8706
36 H 0.7078 -2.0462 -4.8905
37 H -0.4601 0.6967 -4.4658
38 H -0.3110 1.7813 -2.6127
39 H -0.5418 0.7374 -1.1187
40 H 1.7653 0.1023 0.4443
41 H 4.1413 1.4129 1.3434
42 H 5.0719 3.5835 0.0029
43 H 4.8575 5.3589 -1.8260
44 H 3.0971 5.7037 -2.2065
45 H 4.0722 4.7230 -3.4594
46 H 1.5765 3.2249 -2.9953
47 H -1.6155 -2.3820 -0.9525
48 H -0.1802 -1.2936 -0.4891
49 H 0.1153 -2.9482 -1.2736
50 H -2.7517 -0.3349 -0.9212
51 H -4.0612 -0.5040 -2.2063
52 H -2.8189 0.8973 -2.2949
53 C -3.5707 1.0445 -6.1960
54 C -3.1311 2.0275 -5.1461
55 O -2.3167 1.7340 -4.2718
56 N -3.6644 3.2799 -5.1807
57 C -4.6301 3.8175 -6.1202
58 H -3.0595 0.0936 -6.0374
59 H -4.6487 0.8738 -6.1239
60 H -3.3106 1.4165 -7.1896
61 H -3.3211 3.8855 -4.4446
62 H -4.1807 4.6791 -6.6168
63 H -5.5082 4.1450 -5.5594
64 H -4.9304 3.0857 -6.8670
65 Al -4.6685 1.7442 -3.3341
66 F 2.5857 0.8164 2.0444
67 O 5.4283 -1.3164 2.7072
68 C 5.2734 -2.3669 2.1471
69 O 5.9123 -3.5370 2.5049
70 C 5.5749 -4.5609 1.5574
71 C 4.2796 -4.1068 0.9222
72 C 4.4070 -2.5978 0.9435
73 H 6.3892 -4.6438 0.8318
74 H 5.4625 -5.5159 2.0730
75 H 4.1242 -4.5179 -0.0764
76 H 3.4346 -4.4104 1.5478
77 H 4.9224 -2.2205 0.0568
78 H 3.4371 -2.1146 1.0608
79 C -2.9007 -0.6331 4.5361
80 C -1.8097 0.0512 3.7337
81 O -1.0226 -0.8459 2.9591
82 C -1.5159 -1.2837 1.6734
83 O -1.8496 -0.2501 0.9131
84 C -2.6388 -2.3800 1.7753
85 F -2.3758 -3.2502 2.7796
86 F -2.6989 -3.1363 0.6482
87 F -3.8832 -1.9099 1.9905
88 H -2.5544 -1.5834 4.9483
89 H -3.2286 0.0099 5.3545
90 H -3.7782 -0.8336 3.9213
91 H -1.1114 0.4969 4.4490
92 H -2.2057 0.8836 3.1435
93 H -0.6582 -1.8850 1.3272
94 Na 2.4472 -2.4621 -4.1928
95 Cl 7.8074 -2.3617 2.1097
96 Be -6.7596 -0.2464 -3.5963
97 C 0.6931 2.9793 11.0183
98 O -0.5677 2.4252 11.3614
99 C -1.6155 3.3963 11.3884
100 C -2.6296 3.1083 10.2811
101 N -2.0579 3.3828 8.9613
102 C -2.8865 2.9028 7.8540
103 C -3.0660 1.3827 7.7192
104 O -1.8675 0.6900 7.3846
105 C -1.0747 0.3128 8.5013
106 H 1.4469 2.1967 11.1186
107 H 0.6950 3.3311 9.9830
108 H 0.9539 3.8008 11.6925
109 H -1.2313 4.4202 11.3197
110 H -2.1160 3.2970 12.3582
111 H -3.5133 3.7368 10.4292
112 H -2.9312 2.0587 10.3688
113 H -1.1490 2.9362 8.8987
114 H -2.4187 3.2680 6.9339
115 H -3.8718 3.3777 7.9141
116 H -3.7489 1.2137 6.8798
117 H -3.5504 0.9341 8.5934
118 H -1.6786 0.0967 9.3872
119 H -0.3379 1.0874 8.7209
120 H -0.5251 -0.5926 8.2331
121 Br 0.6828 -4.8101 -1.2085

=====

Formula: C25H40F9N2O8S4
Source: the Open Molecules 2025 dataset
Level of theory: ωB97M-V with the def2-TZVPD basis set

## Properties
Energy relative to the best compared isomer or geometry (same formula, charge and spin) in eV: 0.270
Net charge: +1

Geometry (Å):
1 F 4.9704 -3.7724 0.7934
2 C 6.0768 -3.0834 1.0502
3 F 6.1498 -2.7394 2.3204
4 F 7.1105 -3.8996 0.8091
5 C 6.2277 -1.8672 0.0934
6 F 6.5775 -2.3905 -1.1058
7 F 7.2333 -1.1023 0.4691
8 C 4.9434 -1.0409 -0.1822
9 F 4.0598 -1.7346 -0.9014
10 F 5.3546 -0.0236 -0.9686
11 C 4.2679 -0.3940 1.0686
12 F 3.8145 0.8132 0.6956
13 F 5.2088 -0.1695 2.0101
14 C 3.1854 -1.2833 1.6705
15 C 1.7760 -0.6555 1.7759
16 C 0.7147 -1.2697 0.9085
17 C 0.4726 -1.1179 -0.3867
18 N -0.6673 -1.8720 -0.6553
19 C -1.0434 -2.4505 0.4333
20 N -0.2460 -2.1331 1.4195
21 H 3.4979 -1.5451 2.6771
22 H 3.0907 -2.2347 1.1560
23 H 1.7355 0.4159 1.6172
24 H 1.4329 -0.8172 2.7918
25 H 0.9937 -0.5123 -1.1011
26 H -1.1297 -1.9441 -1.5511
27 H -1.9139 -3.0820 0.5093
28 H -0.3229 -2.4566 2.3694
29 C -0.3021 -6.8468 -2.2790
30 C -1.6498 -7.1697 -2.9356
31 C -2.7327 -7.0225 -1.8590
32 S -2.1131 -5.8138 -0.6870
33 O -1.8941 -6.4562 0.5822
34 O -2.8842 -4.5909 -0.7883
35 C -0.5255 -5.5667 -1.4812
36 H 0.4890 -6.7226 -3.0168
37 H -0.0133 -7.6588 -1.6082
38 H -1.8381 -6.4636 -3.7469
39 H -1.6598 -8.1701 -3.3645
40 H -3.6734 -6.6659 -2.2711
41 H -2.8936 -7.9534 -1.3188
42 H 0.2371 -5.3880 -0.7248
43 H -0.6124 -4.7013 -2.1403
44 C 2.3105 -1.0005 -6.1770
45 C 3.1903 -1.9569 -5.3623
46 C 2.7948 -1.8004 -3.8881
47 S 1.0775 -1.2909 -3.8876
48 O 0.9802 0.0448 -3.3457
49 O 0.2446 -2.3623 -3.3712
50 C 0.8895 -1.2022 -5.6611
51 H 2.3772 -1.1988 -7.2449
52 H 2.6267 0.0306 -6.0052
53 H 3.0090 -2.9839 -5.6856
54 H 4.2497 -1.7519 -5.5053
55 H 2.8889 -2.7331 -3.3382
56 H 3.3712 -1.0212 -3.3989
57 H 0.2134 -0.3891 -5.9161
58 H 0.4763 -2.1532 -5.9971
59 C -1.4723 3.7411 1.8665
60 C -1.8146 3.8817 3.3540
61 C -1.9067 2.4637 3.9357
62 S -0.8235 1.4401 2.9405
63 O -1.6167 0.4603 2.2262
64 O 0.3244 1.0438 3.7240
65 C -0.3375 2.7227 1.7917
66 H -1.1798 4.6937 1.4272
67 H -2.3432 3.3705 1.3202
68 H -1.0221 4.4369 3.8600
69 H -2.7391 4.4290 3.5018
70 H -1.5766 2.4242 4.9709
71 H -2.9143 2.0595 3.8517
72 H -0.2011 2.2938 0.7997
73 H 0.6001 3.1484 2.1500
74 C -5.0885 8.9413 1.8054
75 C -5.4389 9.0836 3.2920
76 C -5.5191 7.6699 3.8817
77 S -4.4183 6.6527 2.8932
78 O -5.1977 5.6657 2.1899
79 O -3.2692 6.2676 3.6843
80 C -3.9423 7.9368 1.7430
81 H -4.8062 9.8950 1.3628
82 H -5.9511 8.5570 1.2568
83 H -4.6546 9.6499 3.7981
84 H -6.3745 9.6209 3.4366
85 H -5.1934 7.6391 4.9185
86 H -6.5208 7.2530 3.7958
87 H -3.7956 7.5047 0.7555
88 H -3.0117 8.3751 2.1035

=====

Formula: C4H16N2O2
Source: the Open Molecules 2025 dataset
Level of theory: ωB97M-V with the def2-TZVPD basis set

## Properties
Energy relative to the best compared isomer or geometry (same formula, charge and spin) in eV: 1.305
Net charge: 0
SMILES: CCNCCN.O.O

Geometry (Å):
1 C -1.5556 2.3274 0.0394
2 C -0.2575 1.5811 0.1992
3 N -0.4969 0.1594 0.1416
4 C -0.4759 -0.4958 -1.1587
5 C 0.9852 -0.6411 -1.6789
6 N 1.0321 -1.3324 -2.9504
7 H -1.9733 2.2156 -0.9662
8 H -2.2975 1.9936 0.7734
9 H -1.5375 3.4344 0.1506
10 H 0.4043 1.9462 -0.6432
11 H 0.4786 1.7799 0.9831
12 H 0.0056 -0.4074 0.8073
13 H -0.8334 -1.5355 -1.1649
14 H -1.1346 -0.0071 -1.8853
15 H 1.6817 -1.0529 -0.9387
16 H 1.2581 0.4209 -1.8132
17 H 1.3481 -2.2824 -2.9582
18 H 0.7439 -0.9128 -3.8179
19 O -0.9640 -0.7195 3.5231
20 H -0.1141 -1.0355 3.1578
21 H -0.8508 0.2350 3.4773
22 O 1.3706 -1.5490 2.0893
23 H 2.2320 -1.7094 2.4540
24 H 0.9511 -2.4125 2.1797

=====

Formula: C25H35N7O2
Source: the Open Molecules 2025 dataset
Level of theory: ωB97M-V with the def2-TZVPD basis set

## Properties
Energy relative to the best compared isomer or geometry (same formula, charge and spin) in eV: 1.097
Net charge: 0
SMILES: COCCn1nnnc1[C@@H](c1cc2cc(C)ccc2[nH]c1=O)N1CCN(C2CCCCC2)CC1

Geometry (Å):
1 C -4.9395 3.6018 -1.4015
2 O -4.1707 4.7450 -1.1088
3 C -2.7961 4.5086 -0.9714
4 C -2.0747 4.3316 -2.3249
5 N -0.6867 4.0598 -2.1158
6 N 0.2488 5.0102 -2.1705
7 N 1.3596 4.4749 -1.8884
8 N 1.2203 3.1814 -1.6334
9 C -0.0568 2.9048 -1.7722
10 C -0.7661 1.6113 -1.5846
11 C 0.1050 0.3963 -1.7997
12 C 1.3932 0.2937 -1.3950
13 C 2.0961 -0.9493 -1.4520
14 C 3.3939 -1.1065 -0.9518
15 C 4.0220 -2.3334 -0.9677
16 C 5.4050 -2.5121 -0.4212
17 C 3.3412 -3.4316 -1.5070
18 C 2.0695 -3.3061 -2.0163
19 C 1.4317 -2.0651 -1.9914
20 N 0.1608 -1.9000 -2.4765
21 C -0.5756 -0.7411 -2.4167
22 O -1.7090 -0.7129 -2.8745
23 N -1.4134 1.6393 -0.2633
24 C -0.4744 1.7812 0.8445
25 C -1.0445 1.1751 2.1283
26 N -1.3359 -0.2434 2.0251
27 C -0.3631 -1.1410 2.6302
28 C -0.9385 -2.5561 2.7327
29 C 0.0052 -3.4633 3.5162
30 C 1.3690 -3.5237 2.8350
31 C 1.9588 -2.1232 2.7142
32 C 1.0150 -1.2030 1.9466
33 C -1.8100 -0.6245 0.7039
34 C -2.3858 0.5796 -0.0367
35 H -5.9803 3.9050 -1.3075
36 H -4.7278 2.7923 -0.6940
37 H -4.7671 3.2360 -2.4194
38 H -2.3918 5.3911 -0.4676
39 H -2.6077 3.6165 -0.3556
40 H -2.5194 3.5036 -2.8831
41 H -2.1498 5.2506 -2.9099
42 H -1.5820 1.5549 -2.3187
43 H 1.9194 1.1631 -1.0302
44 H 3.8938 -0.2420 -0.5405
45 H 5.4071 -3.2626 0.3685
46 H 5.7871 -1.5788 -0.0168
47 H 6.0800 -2.8536 -1.2049
48 H 3.8279 -4.3957 -1.5208
49 H 1.5556 -4.1613 -2.4312
50 H -0.3005 -2.6921 -2.9088
51 H 0.4797 1.2911 0.6169
52 H -0.2755 2.8492 0.9973
53 H -1.9721 1.7005 2.3871
54 H -0.3365 1.3389 2.9422
55 H -0.2153 -0.7672 3.6521
56 H -1.9137 -2.5091 3.2194
57 H -1.0766 -2.9705 1.7329
58 H -0.4221 -4.4658 3.5860
59 H 0.1234 -3.0785 4.5316
60 H 2.0444 -4.1646 3.4056
61 H 1.2592 -3.9560 1.8373
62 H 2.9214 -2.1658 2.1991
63 H 2.1295 -1.7154 3.7135
64 H 1.4514 -0.2037 1.8948
65 H 0.9073 -1.5800 0.9275
66 H -2.5974 -1.3784 0.8145
67 H -1.0095 -1.0611 0.0882
68 H -2.7891 0.2527 -0.9955
69 H -3.2074 0.9984 0.5549

=====

Formula: C3H6O
Source: the Open Molecules 2025 dataset
Level of theory: ωB97M-V with the def2-TZVPD basis set

## Properties
Energy relative to the best compared isomer or geometry (same formula, charge and spin) in eV: 3.004
Net charge: 0

Geometry (Å):
1 C 0.8430 -1.3376 -0.7482
2 C 0.5560 0.1287 -0.5797
3 C -0.8589 1.3611 0.7903
4 O -0.0324 0.2180 0.5915
5 H 1.8908 -1.5663 -0.9559
6 H 0.2884 -1.5876 -1.6635
7 H 0.4594 -1.9448 0.0806
8 H -0.9328 1.9106 -0.1485
9 H -0.4835 1.9931 1.5955
10 H -1.8270 0.9461 1.0713

=====

Listing strongest force on any atom for the structures above in their given order: 6.631; 2.782; 2.471; 1.525; 0.709 eV Å⁻¹.
Listing DFT total energy for the structures above in their given order: -6344.1038; -4179.3851; -421.9435; -1507.3975; -193.0328 a.u..
Listing HOMO level for the structures above in their given order: -8.88; -12.26; -7.70; -8.09; -8.46 eV.